Record 1
The following is a DFT calculation (ωB97M-V/def2-TZVPD) of a single C3H6FNO molecule at a distorted geometry.

Each line ends with the Mulliken charge.
Cartesian coordinates (Å):
N 0.91825 -1.16566 -0.61585  -0.6489
C -0.09518 -0.92486 0.40910  0.0134
C -1.08039 0.13188 0.09274  -0.3359
O -1.17718 0.42612 -1.23681  -0.5878
C 0.04914 0.44589 0.99466  -0.1018
F 1.11788 1.19539 0.51167  -0.2999
H 1.88458 -1.18632 -0.30972  0.2289
H 0.71685 -2.08207 -1.12205  0.2138
H -0.35154 -1.70120 1.13715  0.3040
H -2.04238 0.20413 0.51224  0.4014
H -0.26386 0.14807 -1.55932  0.4367
H -0.25632 0.69207 1.96319  0.3761

Atomic forces in eV per Å
N -1.5 -2.0 -1.2
C 1.4 -1.3 1.9
C -0.3 0.0 -1.2
O 1.9 0.5 -1.3
C 0.8 1.0 -1.9
F -0.5 -0.3 0.5
H -0.3 0.2 0.3
H 0.4 1.7 1.0
H 0.2 -0.1 -0.4
H -1.0 -0.4 0.9
H -1.3 0.5 -0.1
H 0.2 0.2 1.5

As for the spin multiplicity: 1. The calculation puts the relative energy (zero: lowest compared OMol25 entry of this formula, charge and spin) at 2.324 eV. Its SMILES is N[C@@H]1[C@H](O)[C@@H]1F. The value obtained for the orbital gap is 9.982 eV.

=====

Record 2
The following is a DFT calculation (ωB97M-V/def2-TZVPD) of a 2-piece molecular cluster, C3H6FNO overall at a distorted geometry.

Each line ends with the Mulliken charge.
Cartesian coordinates (Å):
C -0.94757 0.94958 0.47716  -0.1173
C 0.22951 -1.38462 0.59993  -1.1149
C -0.41770 -0.27044 -0.13946  0.6548
N 1.24205 1.14729 -0.87414  -0.6103
O -1.76229 1.72161 -0.03087  -0.5021
F -0.75804 -0.30644 -1.39829  -0.1773
H -0.54705 1.10900 1.49524  0.2919
H 0.15847 -2.25580 -0.00380  0.3765
H -0.43832 -1.49290 1.49259  0.3307
H 1.22001 -1.29957 1.00879  0.3066
H 1.49404 0.33935 -1.42718  0.2655
H 0.52689 1.74293 -1.19997  0.2959

Atomic forces in eV per Å
C -0.9 0.7 0.5
C -2.0 0.2 0.9
C 2.1 3.5 -0.2
N 0.9 -1.2 2.9
O 1.2 -1.2 0.4
F -0.9 -2.0 -1.1
H -0.1 0.1 -0.1
H 0.0 -0.9 -0.4
H 0.5 -0.4 -0.5
H 0.5 0.7 -0.3
H -0.4 0.3 -0.8
H -1.0 0.4 -1.3

As for the spin multiplicity: 1. The calculation puts the relative energy (zero: lowest compared OMol25 entry of this formula, charge and spin) at 4.398 eV. The value obtained for the orbital gap (spin up / spin down) is 8.413 / 9.288 eV.

=====

Record 3
The following is a DFT calculation (ωB97M-V/def2-TZVPD) of a 2-piece molecular cluster, C3H6FNO2 overall at a distorted geometry.

Each line ends with the Mulliken charge.
Cartesian coordinates (Å):
C -0.34101 1.24593 -1.82077  0.8200
C 0.51819 0.55373 1.21157  -0.2667
C -0.56636 -0.00754 0.37056  -0.7899
N -0.06440 -1.31627 -0.27808  -0.2439
O 0.06206 0.31305 -2.38438  -0.5020
O -0.69024 2.34103 -1.56678  -0.4059
F 0.94120 -0.33605 2.22693  -0.3379
H 0.18372 1.33897 1.82816  0.2858
H 1.42725 0.90320 0.48745  0.1868
H -1.42735 -0.23600 0.95731  0.2955
H 0.53630 -1.71732 0.47770  0.3310
H 0.40127 -1.39008 -1.18053  0.3168
H -0.98063 -1.69266 -0.32914  0.3105

Atomic forces in eV per Å
C -0.9 2.2 0.9
C 0.9 0.2 -2.7
C 1.7 1.7 -1.1
N 0.6 0.2 2.6
O 0.5 -1.0 -0.7
O 0.4 -1.2 -0.2
F 1.0 -1.1 0.1
H -0.5 1.6 0.0
H -1.6 -1.0 2.1
H -0.6 -0.6 0.2
H -0.7 -0.5 -0.9
H -0.1 1.0 -0.1
H -0.5 -1.6 -0.3

As for the spin multiplicity: 1. The calculation puts the relative energy (zero: lowest compared OMol25 entry of this formula, charge and spin) at 2.730 eV. The value obtained for the orbital gap is 8.164 eV.

=====

Record 4
The following is a DFT calculation (ωB97M-V/def2-TZVPD) of a single C3H6FNO3 molecule at a distorted geometry.

Each line ends with the Mulliken charge.
Cartesian coordinates (Å):
N 0.49266 -1.56328 -0.86226  -0.3380
C 0.95827 -0.40100 -0.40056  0.4722
O 2.03607 -0.18083 0.02316  -0.6241
C -0.17897 0.75514 -0.09148  0.6247
O -0.92902 1.02746 -1.25730  -0.5629
O 0.66288 1.86777 0.15624  -0.6801
C -0.88499 0.37149 1.04112  -0.3673
F -1.77623 -0.71287 0.85094  -0.3113
H 1.20153 -2.28568 -0.73031  0.2732
H -0.36196 -1.76478 -1.27260  0.1500
H -1.55237 0.16767 -1.24035  0.4062
H 1.70393 1.64292 0.55470  0.4042
H 0.02354 -0.08248 1.71296  0.1813
H -1.39536 1.15847 1.51573  0.3716

Atomic forces in eV per Å
N 3.2 -0.9 0.8
C -4.8 1.5 0.2
O 3.2 -0.4 0.6
C 5.9 0.9 -5.1
O -2.1 -3.2 0.9
O 1.9 0.2 1.8
C 0.9 -3.6 5.0
F 0.3 0.7 -0.4
H -0.7 -0.1 -0.6
H -1.5 -0.1 -0.6
H 1.5 3.1 -0.5
H -4.7 -0.2 -2.0
H -2.5 1.3 -0.8
H -0.7 0.9 0.7

As for the spin multiplicity: 1. The calculation puts the relative energy (zero: lowest compared OMol25 entry of this formula, charge and spin) at 1.075 eV. Its SMILES is NC(=O)C(O)(O)CF. The value obtained for the orbital gap is 10.241 eV.

=====

Record 5
The following is a DFT calculation (ωB97M-V/def2-TZVPD) of a 2-piece molecular cluster, C3H6FNO3 overall at a distorted geometry.

Each line ends with the Mulliken charge.
Cartesian coordinates (Å):
O 1.88822 -1.13565 -2.30471  -0.6957
N 1.51436 -0.82707 -1.18581  0.5875
O 0.28418 -1.56368 -0.77828  -0.4627
C 1.75579 0.09826 -0.34367  -0.0049
O 2.82305 0.87632 -0.44384  -0.4941
H 0.51841 -2.49682 -0.90082  0.3118
H 1.20206 0.00630 0.60259  0.3818
H 3.30128 0.87443 -1.34299  0.3633
C -2.93623 0.74449 1.26871  -0.6342
C -1.71112 0.71404 0.78953  0.1818
F -0.59033 1.23344 1.51454  -0.2713
H -3.70055 0.13035 0.81434  0.2677
H -3.07959 1.29629 2.22370  0.2486
H -1.26954 0.04930 0.08670  0.2204

Atomic forces in eV per Å
O 1.5 0.3 -1.0
N -2.9 -1.6 0.1
O 0.4 0.6 0.3
C 0.4 -0.7 1.1
O 1.3 0.9 -1.5
H 0.2 0.2 -0.2
H 0.6 0.7 -0.6
H -1.5 -0.4 1.7
C 0.7 0.7 1.0
C 1.7 -0.4 1.8
F -1.9 0.0 -0.8
H -0.1 0.3 -0.1
H -0.3 -0.5 -0.9
H -0.2 -0.1 -1.0

As for the spin multiplicity: 1. The calculation puts the relative energy (zero: lowest compared OMol25 entry of this formula, charge and spin) at 4.537 eV. Its SMILES is [O-]/[N+](O)=C\O.C=CF. The value obtained for the orbital gap is 9.565 eV.

=====

Record 6
The following is a DFT calculation (ωB97M-V/def2-TZVPD) of a single C3H6FNS2 molecule at a distorted geometry.

Each line ends with the Mulliken charge.
Cartesian coordinates (Å):
N -0.75032 1.53070 0.36454  -0.6599
C -0.01754 0.32202 0.44810  -0.3160
C 1.07579 0.32795 -0.68388  -0.4023
F 1.96225 -0.83950 -0.56559  -0.3139
C -0.97262 -0.98273 0.05193  0.3371
S -2.42310 -0.84097 -0.54858  -0.3151
S -0.12950 -2.49642 0.25185  -0.2240
H -1.62627 1.43113 -0.35622  0.2798
H -1.15902 1.74353 1.30872  0.2679
H 0.62528 0.25357 1.40192  0.3800
H 0.54450 0.37972 -1.56184  0.3568
H 1.66205 1.09633 -0.39392  0.3706
H 1.20851 -1.92534 0.28296  0.2390

Atomic forces in eV per Å
N -2.6 0.9 -0.4
C 0.3 -2.3 -0.7
C -0.9 -2.7 3.2
F -0.5 1.9 -1.0
C 3.4 0.7 1.7
S -1.5 0.2 -0.5
S 1.0 0.4 0.2
H 2.7 0.1 2.3
H 0.4 -0.2 -1.5
H -1.7 -0.3 -1.0
H -0.3 -0.1 -2.6
H 2.0 2.7 0.0
H -2.2 -1.1 0.3

As for the spin multiplicity: 1. The calculation puts the relative energy (zero: lowest compared OMol25 entry of this formula, charge and spin) at 1.198 eV. Its SMILES is N[C@H](CF)C(=S)S. The value obtained for the orbital gap is 8.855 eV.

=====

Record 7
The following is a DFT calculation (ωB97M-V/def2-TZVPD) of a single C3H6I2N2 molecule at a distorted geometry.

Each line ends with the Mulliken charge.
Cartesian coordinates (Å):
I 2.77679 1.15736 0.10762  0.1669
N 1.18515 0.11689 -0.63533  -0.4540
C 0.63996 -0.88660 0.28637  -0.4467
C -0.53471 -0.28630 1.05361  -0.3135
N -1.01039 0.64228 0.15696  -0.4920
I -3.02385 0.15510 -0.46526  0.0812
C 0.09709 0.83489 -1.08550  -0.3247
H 1.44587 -1.45264 0.82954  0.4122
H 0.20094 -1.67037 -0.38442  0.2670
H -1.19161 -1.06196 1.26922  0.2696
H -0.37035 0.18353 2.01714  0.2659
H 0.16451 1.86501 -1.09175  0.3219
H -0.37940 0.40281 -2.05820  0.2462

Atomic forces in eV per Å
I -0.1 0.2 0.1
N 1.1 -1.0 0.7
C 1.2 -2.2 -0.2
C 2.2 -0.7 0.8
N -2.0 2.6 -3.6
I 1.5 0.4 0.1
C -4.2 -2.2 0.2
H -0.7 0.9 -0.3
H 0.1 0.5 0.4
H -1.3 -1.5 0.3
H 0.8 0.2 0.3
H 0.6 2.0 -0.5
H 0.8 0.7 1.7

As for the spin multiplicity: 1. The calculation puts the relative energy (zero: lowest compared OMol25 entry of this formula, charge and spin) at 0.102 eV. Its SMILES is IN1CCN(I)C1. The value obtained for the orbital gap is 8.251 eV.

=====

Record 8
The following is a DFT calculation (ωB97M-V/def2-TZVPD) of C3H6I2N2O as an isolated structure at a distorted geometry.

Each line ends with the Mulliken charge.
Cartesian coordinates (Å):
C 0.10133 1.14440 0.06464  0.8897
C -1.34576 0.94038 -0.16581  -1.3393
C 0.67153 0.82600 1.35299  -0.1886
N 0.75058 1.36802 -0.98256  -0.5994
N 0.93925 -0.22987 1.85382  -0.3188
O 1.65251 -2.13349 -0.83010  -0.6148
I 0.69172 2.85354 2.62487  -0.1012
I 3.47086 -1.95169 -0.11195  0.2072
H -1.67678 1.04518 -1.13476  0.4131
H -1.54378 -0.03747 0.07278  0.3757
H -1.97578 1.43249 0.50925  0.3655
H 1.71202 1.47378 -0.87015  0.2575
H 1.11957 -0.34938 2.86196  0.2837
H 1.21044 -2.19217 0.05897  0.3698

Atomic forces in eV per Å
C -0.6 -0.2 -2.2
C 0.5 0.3 1.9
C -0.6 3.1 1.5
N -0.8 0.5 -0.9
N 0.3 -2.4 1.3
O -0.5 -0.1 1.6
I 0.0 -1.1 -0.7
I 0.8 0.1 -0.2
H -0.1 0.8 -2.2
H -0.4 -2.9 0.6
H -0.9 1.3 1.0
H 2.3 0.0 0.4
H 0.2 0.4 -0.8
H -0.2 0.1 -1.4

As for the spin multiplicity: 1. The calculation puts the relative energy (zero: lowest compared OMol25 entry of this formula, charge and spin) at 1.909 eV. The value obtained for the orbital gap is 8.756 eV.

=====

Record 9
The following is a DFT calculation (ωB97M-V/def2-TZVPD) of a single C3H6INO molecule at a distorted geometry.

Each line ends with the Mulliken charge.
Cartesian coordinates (Å):
H -1.56486 0.86187 -0.70169  0.2667
N -0.63269 1.28055 -0.38449  -0.6655
C 0.24703 0.46211 -0.00467  0.6161
C 1.53948 1.00347 0.54129  -0.6760
I 3.10810 -0.29135 0.00540  0.0630
O 0.04373 -0.85636 0.20793  -0.2879
C -1.27548 -1.31812 -0.24971  -0.8624
H 1.57488 1.09202 1.60521  0.3255
H 1.63519 2.11318 0.15540  0.3152
H -1.17537 -2.38187 -0.05580  0.2203
H -1.49953 -1.27931 -1.44389  0.2802
H -2.00048 -0.68619 0.32502  0.4048

Atomic forces in eV per Å
H 2.0 0.7 0.7
N -1.5 0.1 -1.3
C -1.1 0.3 1.4
C -0.1 2.2 -1.5
I 0.6 0.1 -0.2
O -0.7 -0.2 -1.5
C 0.6 0.4 -1.4
H -0.3 -0.3 0.7
H 0.1 -2.5 0.4
H -0.8 0.1 0.5
H 0.9 0.5 2.8
H 0.1 -1.3 -0.5

As for the spin multiplicity: 1. The calculation puts the relative energy (zero: lowest compared OMol25 entry of this formula, charge and spin) at 0.865 eV. Its SMILES is [H]/N=C(/CI)OC. The value obtained for the orbital gap is 10.004 eV.

=====

Record 10
The following is a DFT calculation (ωB97M-V/def2-TZVPD) of a single C3H6INO molecule at a distorted geometry.

Each line ends with the Mulliken charge.
Cartesian coordinates (Å):
O -0.81423 1.51366 -0.21566  -0.5486
C -0.16882 0.32360 -0.51717  0.8308
N -0.31294 -0.10527 -1.87796  -0.6996
I 0.76752 0.99339 -3.23062  0.1081
C 0.07595 -0.63467 0.63173  -0.7550
C 1.15564 0.33519 0.16450  -0.8141
H -1.57402 1.32321 0.25131  0.3257
H -1.28800 0.13704 -2.09512  0.3943
H -0.09653 -1.64056 0.30844  0.3044
H -0.52117 -0.52207 1.57034  0.2532
H 1.17921 1.27718 0.61394  0.2959
H 2.14322 0.08487 -0.17927  0.3050

Atomic forces in eV per Å
O 1.5 1.2 -1.5
C 1.5 0.4 -0.2
N -1.0 -0.3 0.5
I 0.1 0.1 0.0
C -1.7 0.7 0.4
C -0.1 -1.3 -0.2
H -2.6 -0.5 1.5
H 0.4 -0.4 -0.3
H 1.2 -0.6 -0.3
H 0.8 0.5 -0.7
H 0.2 1.0 1.4
H -0.1 -0.7 -0.6

As for the spin multiplicity: 1. The calculation puts the relative energy (zero: lowest compared OMol25 entry of this formula, charge and spin) at 1.862 eV. Its SMILES is OC1(NI)CC1. The value obtained for the orbital gap is 8.946 eV.

=====

Q: Which value of relative energy (zero: lowest compared OMol25 entry of this formula, charge and spin) does entry 7 give?
A: 0.102 eV